[1]
A molecular structure, C15H22N2O11V, computed with ωB97M-V/def2-TZVPD.

## Properties
⟨S²⟩: 3.782
Lowest unoccupied orbital energy (spin up / spin down) (eV): 3.69 / 3.57
ΔE to the lowest compared entry with this formula, charge and spin (eV): 0.144
Charge: -2
Frontier orbital gap (spin up / spin down) (eV): 1.82 / 6.78
Multiplicity: 4

CARTESIAN COORDINATES (ANGSTROEM)
V (2.192, 1.887, 0.942)
C (-6.163, 0.042, 0.048)
O (-7.678, -0.042, 0.266)
C (-7.973, -1.035, 1.116)
C (-3.196, -0.791, -3.838)
O (-3.360, -0.948, -2.646)
C (-3.375, 0.950, 3.266)
C (-2.145, 0.895, 3.792)
O (1.687, 3.490, 1.161)
C (1.328, 4.120, 2.262)
H (-5.814, 0.943, 0.530)
H (-6.074, 0.044, -1.053)
H (-5.678, -0.876, 0.375)
H (-8.178, -0.900, 2.163)
H (-8.028, -2.056, 0.698)
H (-2.146, -0.534, -4.332)
H (-4.123, -0.959, -4.461)
H (-3.672, 0.825, 2.231)
H (-4.168, 1.321, 3.869)
H (-1.764, 0.613, 4.774)
H (-1.315, 1.332, 3.166)
H (1.792, 5.104, 2.262)
H (1.580, 3.588, 3.175)
H (0.242, 4.365, 2.222)
O (4.286, -2.914, 0.314)
C (4.203, -1.583, 0.769)
C (4.135, -0.499, -0.036)
C (4.099, 0.831, 0.551)
N (3.848, 0.958, 1.884)
C (4.276, -0.151, 2.717)
C (4.355, -1.420, 2.161)
C (3.979, -0.099, 4.273)
O (4.970, 0.917, 4.518)
O (3.282, -0.765, 5.003)
C (4.106, 2.115, -0.374)
O (5.280, 2.508, -0.345)
O (3.102, 2.583, -1.038)
H (4.004, -3.084, -0.594)
H (3.940, -0.496, -1.112)
H (4.343, -2.305, 2.814)
O (0.874, 1.133, 0.286)
N (-0.366, -2.199, -4.638)
C (1.008, -2.223, -4.922)
C (1.826, -1.761, -3.772)
O (1.620, -0.521, -3.266)
O (2.716, -2.519, -3.279)
H (-0.567, -2.931, -3.950)
H (-0.868, -2.267, -5.492)
H (0.863, -0.028, -3.544)
H (1.203, -1.506, -5.719)
H (1.512, -3.151, -5.196)

[2]
2 unconnected molecules or ions with the total composition C3H8O2, computed with ωB97M-V/def2-TZVPD.

## Properties
Lowest unoccupied orbital energy (eV): 0.73
ΔE to the lowest compared entry with this formula, charge and spin (eV): 2.082
Frontier orbital gap (eV): 9.62
SMILES: C=CO.CO

CARTESIAN COORDINATES (ANGSTROEM)
C (1.186, -0.317, 1.926)
C (1.737, -1.027, 0.916)
O (1.266, -1.063, -0.435)
H (1.692, -0.444, 2.938)
H (0.225, 0.180, 1.720)
H (2.732, -1.470, 0.892)
H (0.597, -0.337, -0.549)
C (-1.872, 0.600, -1.019)
O (-0.583, 0.651, -1.727)
H (-2.141, -0.472, -0.888)
H (-1.750, 1.135, -0.087)
H (-2.679, 1.035, -1.542)
H (-0.409, 1.529, -2.144)

[3]
A molecular structure, C36H42AuClN3P2Si2, computed with ωB97M-V/def2-TZVPD.

## Properties
Lowest unoccupied orbital energy (eV): -3.19
ΔE to the lowest compared entry with this formula, charge and spin (eV): 0.454
Charge: +1
Frontier orbital gap (eV): 7.42

CARTESIAN COORDINATES (ANGSTROEM)
Au (-0.019, -0.229, -1.541)
C (4.902, 0.108, -0.918)
Si (3.395, -0.372, -1.925)
C (3.545, -2.141, -2.523)
C (3.160, 0.779, -3.381)
N (1.977, -0.176, -0.917)
P (1.628, -0.607, 0.624)
C (-0.034, -0.973, 0.379)
P (-1.688, -0.522, 0.581)
N (-2.035, -0.369, -1.006)
Si (-3.452, -0.525, -2.011)
C (-4.966, -0.229, -0.946)
C (-3.310, 0.753, -3.370)
C (-3.505, -2.240, -2.756)
C (-1.976, 1.037, 1.433)
C (-2.355, 2.166, 0.713)
C (-2.452, 3.395, 1.351)
C (-2.159, 3.498, 2.703)
C (-1.778, 2.373, 3.425)
C (-1.688, 1.144, 2.794)
C (-2.596, -1.782, 1.472)
C (-3.758, -1.473, 2.179)
C (-4.488, -2.485, 2.781)
C (-4.059, -3.802, 2.683)
C (-2.901, -4.113, 1.983)
C (-2.170, -3.106, 1.374)
C (2.527, -2.054, 1.190)
C (3.654, -1.955, 2.004)
C (4.379, -3.093, 2.323)
C (3.980, -4.329, 1.835)
C (2.855, -4.434, 1.025)
C (2.129, -3.300, 0.703)
C (1.986, 0.712, 1.785)
C (1.717, 0.519, 3.142)
C (1.897, 1.560, 4.035)
C (2.349, 2.794, 3.580)
C (2.618, 2.988, 2.234)
C (2.432, 1.948, 1.332)
H (5.816, -0.116, -1.471)
H (4.947, -0.451, 0.019)
H (4.910, 1.173, -0.678)
H (4.352, -2.243, -3.251)
H (2.621, -2.475, -3.001)
H (3.756, -2.820, -1.694)
H (4.030, 0.755, -4.042)
H (3.015, 1.810, -3.051)
H (2.291, 0.489, -3.976)
H (-4.897, 0.702, -0.377)
H (-5.113, -1.048, -0.239)
H (-5.861, -0.169, -1.569)
H (-3.263, 1.768, -2.969)
H (-4.160, 0.698, -4.052)
H (-2.407, 0.582, -3.959)
H (-3.553, -2.997, -1.970)
H (-2.612, -2.437, -3.355)
H (-4.374, -2.374, -3.403)
H (-2.568, 2.076, -0.345)
H (-2.753, 4.271, 0.792)
H (-2.232, 4.457, 3.199)
H (-1.552, 2.456, 4.480)
H (-1.397, 0.266, 3.361)
H (-4.090, -0.445, 2.260)
H (-5.390, -2.246, 3.329)
H (-4.630, -4.589, 3.158)
H (-2.570, -5.140, 1.912)
H (-1.265, -3.333, 0.825)
H (3.970, -0.992, 2.386)
H (5.254, -3.015, 2.955)
H (4.546, -5.216, 2.088)
H (2.547, -5.399, 0.647)
H (1.249, -3.367, 0.076)
H (1.379, -0.449, 3.499)
H (1.693, 1.411, 5.088)
H (2.496, 3.605, 4.281)
H (2.973, 3.947, 1.882)
H (2.635, 2.089, 0.277)
Cl (0.345, 5.192, -0.744)
C (0.172, 4.073, -2.047)
C (0.081, 4.510, -3.358)
C (-0.064, 3.555, -4.351)
C (-0.114, 2.218, -3.998)
N (-0.023, 1.808, -2.734)
C (0.122, 2.718, -1.772)
H (0.122, 5.566, -3.589)
H (-0.137, 3.843, -5.390)
H (-0.231, 1.450, -4.751)
H (0.196, 2.369, -0.749)

[4]
A gas-phase ion, C58H69N6O2 (charge +1), computed with ωB97M-V/def2-TZVPD.

## Properties
Lowest unoccupied orbital energy (eV): -3.03
Charge: +1
Frontier orbital gap (eV): 5.82

CARTESIAN COORDINATES (ANGSTROEM)
C (6.588, -0.563, -0.496)
O (5.901, -1.843, -0.442)
C (4.542, -1.787, -0.466)
C (3.837, -0.594, -0.719)
C (2.484, -0.654, -1.024)
C (1.693, -1.810, -0.821)
C (0.242, -1.879, -1.057)
N (-0.280, -3.061, -1.622)
C (0.362, -4.138, -2.324)
C (-0.036, -5.476, -2.093)
C (-1.293, -5.919, -1.340)
C (-0.947, -6.347, 0.084)
C (-2.000, -7.079, -2.051)
C (0.822, -6.491, -2.527)
C (1.927, -6.210, -3.321)
C (2.156, -4.906, -3.754)
C (1.325, -3.869, -3.323)
C (1.388, -2.533, -4.061)
C (0.599, -2.638, -5.370)
C (2.828, -2.081, -4.286)
N (-1.612, -2.984, -1.741)
N (-1.956, -1.789, -1.221)
C (-3.379, -1.483, -1.226)
C (-4.230, -2.327, -0.485)
C (-3.673, -3.455, 0.372)
C (-4.646, -4.623, 0.529)
C (-3.162, -2.959, 1.716)
C (-5.611, -2.142, -0.580)
C (-6.143, -1.189, -1.437)
C (-5.300, -0.433, -2.238)
C (-3.912, -0.589, -2.189)
C (-3.067, 0.003, -3.323)
C (-3.580, 1.367, -3.799)
C (-3.030, -0.956, -4.517)
C (-0.837, -1.078, -0.791)
C (-1.044, 0.242, -0.103)
C (2.422, -2.979, -0.451)
C (3.802, -2.996, -0.330)
H (7.652, -0.802, -0.506)
H (6.314, -0.003, -1.405)
H (6.338, 0.042, 0.391)
H (4.346, 0.374, -0.735)
H (2.070, 0.249, -1.473)
H (-1.973, -5.058, -1.326)
H (-0.415, -5.553, 0.624)
H (-1.857, -6.604, 0.645)
H (-0.297, -7.235, 0.051)
H (-2.197, -6.831, -3.098)
H (-1.379, -7.984, -2.018)
H (-2.954, -7.305, -1.560)
H (0.613, -7.522, -2.223)
H (2.593, -7.017, -3.632)
H (2.973, -4.692, -4.445)
H (0.887, -1.798, -3.419)
H (-0.437, -2.945, -5.164)
H (0.576, -1.681, -5.911)
H (1.053, -3.403, -6.020)
H (3.406, -2.160, -3.358)
H (3.310, -2.705, -5.050)
H (2.866, -1.036, -4.621)
H (-2.825, -3.847, -0.199)
H (-5.063, -4.909, -0.444)
H (-4.113, -5.491, 0.937)
H (-5.460, -4.359, 1.216)
H (-2.381, -2.197, 1.591)
H (-3.993, -2.513, 2.283)
H (-2.747, -3.800, 2.286)
H (-6.280, -2.778, 0.004)
H (-7.226, -1.045, -1.495)
H (-5.723, 0.262, -2.959)
H (-2.047, 0.141, -2.932)
H (-3.625, 2.093, -2.977)
H (-2.907, 1.770, -4.564)
H (-4.578, 1.281, -4.248)
H (-2.744, -1.970, -4.211)
H (-4.027, -1.006, -4.983)
H (-2.316, -0.612, -5.276)
H (-2.060, 0.538, -0.439)
H (-1.099, 0.091, 0.992)
H (1.874, -3.907, -0.303)
H (4.333, -3.920, -0.113)
C (1.480, 7.493, 2.908)
N (1.318, 6.058, 2.927)
C (1.749, 5.342, 3.999)
O (2.169, 5.820, 5.056)
C (1.588, 3.863, 3.633)
C (1.014, 3.032, 4.795)
C (1.759, 3.183, 6.085)
C (3.049, 2.774, 6.390)
N (3.366, 3.189, 7.672)
C (2.281, 3.852, 8.232)
C (2.177, 4.544, 9.434)
C (0.990, 5.252, 9.675)
C (-0.053, 5.251, 8.732)
C (0.062, 4.556, 7.520)
C (1.240, 3.858, 7.259)
N (0.780, 3.899, 2.414)
C (0.478, 2.722, 1.740)
C (-0.036, 2.580, 0.482)
C (-0.065, 1.298, -0.395)
C (-0.177, 1.698, -1.908)
C (0.377, 0.971, -2.978)
C (0.366, 1.483, -4.290)
C (-0.247, 2.715, -4.545)
C (-0.932, 3.371, -3.527)
C (-0.960, 2.813, -2.244)
C (0.878, 5.254, 1.786)
C (-0.453, 5.838, 1.278)
C (1.941, 5.303, 0.678)
H (1.834, 7.822, 3.888)
H (2.209, 7.799, 2.152)
H (0.525, 7.975, 2.694)
H (2.605, 3.476, 3.401)
H (-0.030, 3.336, 4.970)
H (1.029, 1.976, 4.480)
H (3.756, 2.250, 5.753)
H (4.252, 3.026, 8.139)
H (3.007, 4.513, 10.138)
H (0.871, 5.811, 10.602)
H (-0.970, 5.803, 8.943)
H (-0.726, 4.547, 6.766)
H (0.595, 1.817, 2.357)
H (-0.372, 3.482, -0.026)
H (0.906, 0.820, -0.206)
H (0.817, -0.019, -2.848)
H (0.875, 0.940, -5.094)
H (-0.198, 3.168, -5.534)
H (-1.455, 4.319, -3.688)
H (-1.604, 3.251, -1.480)
H (-1.099, 6.106, 2.127)
H (-0.226, 6.748, 0.702)
H (-0.989, 5.143, 0.630)
H (2.935, 5.109, 1.108)
H (1.724, 4.560, -0.098)
H (1.929, 6.308, 0.232)

[5]
A single C3H4O2 molecule, computed with ωB97M-V/def2-TZVPD.

## Properties
Lowest unoccupied orbital energy (eV): 0.94
ΔE to the lowest compared entry with this formula, charge and spin (eV): 5.991
Frontier orbital gap (eV): 11.37
SMILES: C#CCOO

CARTESIAN COORDINATES (ANGSTROEM)
C (-2.068, 0.627, 0.094)
C (-1.138, -0.100, 0.000)
C (0.294, -0.930, -0.150)
O (1.393, -0.204, 0.405)
O (1.826, 0.935, -0.403)
H (-2.892, 1.162, 0.414)
H (0.270, -1.256, -1.118)
H (0.379, -1.803, 0.548)
H (1.935, 1.569, 0.210)

[6]
7 unconnected molecules or ions with the total composition C45H37BIN2O29, computed with ωB97M-V/def2-TZVPD.

## Properties
Lowest unoccupied orbital energy (eV): -4.46
Charge: +1
Frontier orbital gap (eV): 6.31

CARTESIAN COORDINATES (ANGSTROEM)
C (1.362, 1.431, -4.158)
O (0.005, 1.409, -4.661)
B (-0.971, 1.527, -3.769)
O (-0.772, 1.795, -2.464)
N (-2.409, 1.281, -4.284)
N (-2.944, 0.137, -3.853)
C (-4.158, -0.129, -4.234)
I (-4.866, -1.986, -3.554)
C (-4.978, 0.703, -5.039)
C (-6.375, 0.389, -5.452)
C (-7.387, 1.083, -4.502)
C (-7.236, 0.795, -3.038)
O (-6.891, 2.121, -3.752)
C (-4.380, 1.876, -5.449)
C (-3.078, 2.127, -5.047)
C (-2.376, 3.407, -5.444)
O (-2.288, 4.274, -4.324)
O (-3.503, 5.011, -4.236)
H (1.542, 0.673, -3.405)
H (2.050, 1.263, -4.974)
H (1.570, 2.420, -3.750)
H (-1.546, 2.176, -2.037)
H (-6.592, -0.675, -5.444)
H (-6.543, 0.852, -6.425)
H (-8.404, 1.159, -4.875)
H (-6.257, 0.625, -2.615)
H (-7.966, 1.228, -2.367)
H (-4.914, 2.581, -6.069)
H (-1.389, 3.239, -5.872)
H (-2.970, 3.903, -6.213)
H (-3.357, 5.757, -4.840)
C (6.413, -2.315, -4.725)
C (5.653, -1.356, -4.181)
C (4.309, -0.984, -4.751)
O (3.674, -0.112, -4.173)
C (3.844, -1.663, -5.936)
C (4.603, -2.624, -6.484)
C (5.938, -3.019, -5.898)
O (6.543, -3.916, -6.453)
O (4.253, -3.299, -7.565)
O (6.019, -0.671, -3.105)
H (7.376, -2.593, -4.322)
H (2.886, -1.378, -6.346)
H (4.982, -3.928, -7.739)
H (5.295, -0.044, -2.920)
C (4.614, -6.715, -1.129)
C (4.347, -5.483, -1.578)
C (4.161, -5.187, -3.043)
O (3.901, -4.035, -3.357)
C (4.303, -6.268, -3.993)
C (4.575, -7.505, -3.548)
C (4.735, -7.807, -2.076)
O (4.960, -8.961, -1.767)
O (4.721, -8.548, -4.347)
O (4.225, -4.428, -0.776)
H (4.748, -6.934, -0.086)
H (4.185, -6.041, -5.043)
H (4.909, -9.311, -3.765)
H (4.034, -3.668, -1.357)
C (1.447, 0.525, 0.876)
C (0.509, 1.475, 0.955)
C (0.117, 2.112, 2.265)
O (-0.742, 2.978, 2.213)
C (0.765, 1.660, 3.476)
C (1.705, 0.704, 3.401)
C (2.115, 0.082, 2.088)
O (2.986, -0.765, 2.108)
O (2.343, 0.233, 4.461)
O (-0.152, 1.939, -0.105)
H (1.735, 0.065, -0.059)
H (0.466, 2.113, 4.411)
H (2.967, -0.443, 4.131)
H (-0.751, 2.622, 0.263)
C (-2.718, 2.672, 8.500)
C (-2.306, 2.738, 7.225)
C (-0.994, 3.381, 6.842)
O (-0.690, 3.371, 5.661)
C (-0.181, 3.970, 7.883)
C (-0.596, 3.908, 9.158)
C (-1.893, 3.238, 9.547)
O (-2.175, 3.217, 10.730)
O (0.086, 4.419, 10.169)
O (-3.005, 2.253, 6.212)
H (-3.653, 2.211, 8.786)
H (0.747, 4.443, 7.596)
H (-0.438, 4.231, 10.973)
H (-2.492, 2.458, 5.404)
C (-3.146, 6.627, 5.122)
C (-3.347, 7.911, 4.791)
C (-3.435, 8.362, 3.352)
O (-3.638, 9.544, 3.148)
C (-3.266, 7.373, 2.304)
C (-3.059, 6.093, 2.638)
C (-3.004, 5.639, 4.076)
O (-2.838, 4.448, 4.268)
O (-2.882, 5.122, 1.750)
O (-3.488, 8.877, 5.683)
H (-3.087, 6.294, 6.149)
H (-3.310, 7.710, 1.278)
H (-2.733, 4.307, 2.273)
H (-3.624, 9.701, 5.175)
C (2.003, -5.801, 4.649)
C (2.871, -5.924, 3.634)
C (2.587, -6.806, 2.443)
O (3.426, -6.842, 1.559)
C (1.350, -7.555, 2.413)
C (0.483, -7.435, 3.429)
C (0.755, -6.534, 4.611)
O (-0.101, -6.477, 5.474)
O (-0.668, -8.085, 3.484)
O (4.032, -5.288, 3.592)
H (2.196, -5.171, 5.506)
H (1.165, -8.196, 1.563)
H (-1.093, -7.813, 4.322)
H (4.458, -5.548, 2.752)

[7]
A molecular structure, C6H9AlO4, computed with ωB97M-V/def2-TZVPD.

## Properties
⟨S²⟩: 0.751
Lowest unoccupied orbital energy (spin up / spin down) (eV): -4.78 / -7.29
ΔE to the lowest compared entry with this formula, charge and spin (eV): 3.811
Charge: +1
Frontier orbital gap (spin up / spin down) (eV): 5.99 / 3.47
Multiplicity: 2

CARTESIAN COORDINATES (ANGSTROEM)
O (-1.558, -1.267, -3.160)
C (-1.616, -0.445, -2.201)
O (-1.668, 0.795, -2.421)
O (-1.449, -0.964, -0.998)
C (-0.910, -0.248, 0.126)
Al (-1.818, 0.305, -3.980)
H (-0.792, 0.749, -0.323)
H (-1.638, -0.712, 0.806)
C (-0.612, -0.367, 2.662)
C (0.576, -0.110, 2.045)
H (-1.550, 0.189, 2.616)
H (-0.625, -1.109, 3.465)
H (1.328, 0.495, 2.566)
C (0.759, -0.315, 0.605)
C (1.798, 0.652, 0.053)
O (2.061, 0.362, -1.306)
H (1.014, -1.349, 0.336)
H (2.726, 0.557, 0.642)
H (1.433, 1.687, 0.166)
H (2.540, 1.096, -1.698)

For reference, E by record: -2465.62164 -269.51838 -3418.76715 -2730.30050 -266.97261 -4350.67613 -776.96389 Ha.